[1]
123
Properties=species:S:1:pos:R:3:forces:R:3:lowdin_charge:R:1 method="wB97M-V/def2-TZVPD" e_above_lowest_kcal_mol=92.2 max_force_ha_per_bohr=0.07643 e_homo_ev=-9.178
C 5.349 20.253 9.841 -0.331 0.700 -0.584 -0.05
C 4.641 19.056 9.157 2.189 -0.198 1.955 -0.40
C 5.704 18.040 8.616 -1.475 0.631 -0.435 -0.03
O 3.919 18.348 10.175 -0.151 0.497 -0.868 -0.08
H 5.764 20.898 9.067 0.302 -0.002 -0.132 0.06
H 6.115 20.115 10.604 0.020 -0.716 -0.142 0.09
H 4.602 20.898 10.303 -0.259 -0.047 0.136 0.05
H 3.948 19.560 8.482 0.000 -0.758 -0.684 0.14
H 6.324 17.637 9.416 0.022 0.453 0.126 0.07
H 6.296 18.517 7.836 0.180 -0.087 0.116 0.07
H 5.203 17.173 8.184 -0.099 0.047 -0.151 0.08
H 3.325 19.002 10.548 -0.585 -0.135 0.352 0.07
C 9.600 26.264 13.708 0.173 1.089 0.640 -0.01
C 10.196 27.287 14.738 -1.083 0.088 0.539 -0.50
C 11.107 26.817 15.852 -0.491 -1.580 -0.301 -0.05
O 10.894 28.293 14.092 1.391 1.197 -2.130 -0.06
H 9.936 25.235 13.839 0.051 0.086 -0.029 0.07
H 9.782 26.631 12.697 0.473 -0.164 0.024 0.07
H 8.514 26.319 13.777 -0.069 -0.377 0.277 0.05
H 9.381 27.891 15.138 -0.800 -0.866 0.686 0.12
H 11.986 26.365 15.392 0.304 0.319 0.012 0.09
H 10.661 25.987 16.399 -0.167 0.173 0.416 0.06
H 11.373 27.638 16.518 0.022 -0.127 0.005 0.08
H 11.103 28.960 14.749 0.115 0.094 -0.106 0.09
C 4.859 24.673 9.469 -0.243 -0.243 -0.176 -0.04
C 5.801 24.293 8.326 1.189 1.350 0.942 -0.39
C 6.398 25.558 7.712 0.159 0.300 -0.776 -0.06
O 6.968 23.538 8.866 -1.400 0.061 -0.608 -0.09
H 5.285 25.463 10.088 0.323 -0.245 0.114 0.06
H 4.567 23.822 10.086 0.192 -0.065 0.028 0.07
H 3.925 25.115 9.124 -0.014 -0.098 -0.435 0.08
H 5.333 23.721 7.525 -0.150 -0.287 0.283 0.14
H 6.859 26.257 8.410 -0.216 -0.272 0.465 0.08
H 5.681 26.134 7.127 -0.289 -0.072 0.081 0.08
H 7.200 25.316 7.015 0.014 -0.260 -0.131 0.07
H 7.248 23.046 8.090 0.378 -0.275 0.074 0.09
C 9.378 23.577 19.043 1.200 1.559 -0.061 -0.05
C 8.120 23.318 18.242 -0.775 1.961 0.397 -0.54
C 7.828 24.287 17.035 0.352 0.450 2.350 -0.02
O 8.188 22.078 17.758 -0.202 -3.690 -1.029 -0.05
H 9.385 23.268 20.088 -0.300 -0.641 -0.234 0.08
H 9.673 24.623 19.128 -0.371 0.480 -0.159 0.07
H 10.227 23.157 18.503 0.034 -0.404 0.128 0.08
H 7.305 23.274 18.965 -0.477 0.569 -0.121 0.13
H 8.784 24.458 16.540 -0.247 -0.001 -0.438 0.06
H 7.500 25.212 17.509 0.077 0.425 -0.335 0.07
H 7.009 23.954 16.398 0.294 -0.332 -0.041 0.07
H 8.753 22.092 16.982 0.342 -0.398 -0.428 0.05
C 0.021 20.175 12.996 1.103 0.136 -0.501 -0.03
C 0.896 20.710 11.817 -0.954 0.063 0.319 -0.48
C 2.320 21.223 12.140 -1.778 0.306 0.564 -0.04
O 0.966 19.765 10.796 1.383 -2.235 -1.167 -0.06
H 0.457 19.301 13.479 0.270 -0.062 -0.094 0.08
H -0.919 19.849 12.552 -0.237 0.230 0.239 0.07
H -0.119 20.920 13.779 -0.237 0.091 -0.187 0.08
H 0.265 21.399 11.257 0.281 1.619 1.033 0.13
H 2.135 21.950 12.931 0.354 0.333 0.015 0.07
H 2.762 21.742 11.290 0.061 -0.204 0.033 0.07
H 2.975 20.477 12.590 -0.060 -0.286 -0.345 0.07
H 0.199 19.188 10.773 -0.047 0.040 0.141 0.09
C 4.765 21.519 16.932 -0.211 0.116 0.041 -0.09
C 3.694 20.434 16.540 3.294 1.091 0.452 -0.33
O 2.476 20.681 17.126 -1.369 -0.099 -0.006 -0.05
H 4.384 22.539 16.873 -0.226 0.064 -0.790 0.07
H 5.681 21.400 16.354 -0.089 0.104 -0.250 0.06
H 5.131 21.549 17.958 -0.251 -0.902 0.367 0.06
H 4.178 19.502 16.831 -0.437 -0.510 0.133 0.10
H 3.675 20.410 15.451 -0.745 0.140 0.008 0.09
H 2.552 20.575 18.077 0.068 -0.006 0.023 0.09
C 1.740 25.223 12.188 0.552 -1.221 -0.535 -0.10
C 1.220 26.437 11.555 1.073 2.043 3.182 -0.39
O 1.863 26.741 10.386 -0.678 -0.596 -3.538 -0.06
H 2.816 25.380 12.264 0.090 -0.592 0.490 0.05
H 1.536 24.446 11.451 0.215 -0.621 0.253 0.08
H 1.215 25.007 13.118 0.356 -0.084 0.120 0.09
H 1.625 27.263 12.139 -1.092 0.279 1.299 0.11
H 0.145 26.364 11.719 -0.360 0.766 -1.648 0.12
H 2.725 27.130 10.553 0.054 -0.033 0.442 0.06
C 11.249 20.754 14.874 -0.519 0.747 -0.690 -0.05
C 10.149 21.612 14.270 0.689 -0.258 -1.436 -0.36
O 9.423 22.236 15.236 -1.269 0.973 2.146 -0.09
H 11.915 20.598 14.026 0.245 -0.802 0.302 0.07
H 10.822 19.866 15.342 0.321 -0.150 -0.241 0.08
H 11.798 21.326 15.622 -0.061 0.044 0.031 0.08
H 9.446 21.117 13.600 0.254 -0.865 0.010 0.11
H 10.546 22.396 13.625 0.778 0.119 -0.239 0.10
H 8.615 22.539 14.815 -0.443 0.209 -0.155 0.07
C 11.250 24.699 10.683 -0.413 -1.239 -0.146 -0.06
C 10.346 23.424 10.297 1.282 1.802 0.905 -0.25
O 9.042 23.725 10.761 0.003 -0.249 -0.230 -0.11
H 10.812 25.665 10.431 -0.362 -0.296 -0.627 0.06
H 12.253 24.662 10.259 -0.009 -0.155 -0.026 0.06
H 11.341 24.795 11.765 0.088 -0.507 0.102 0.04
H 10.685 22.504 10.772 0.327 0.135 0.346 0.10
H 10.363 23.180 9.234 -0.091 0.465 -0.206 0.11
H 8.469 23.603 10.000 -0.841 0.209 0.007 0.04
C 5.167 26.820 13.849 0.975 0.231 0.357 -0.07
C 5.670 27.243 12.485 -1.406 0.698 -0.585 -0.28
O 4.510 27.727 11.805 -1.004 0.159 -1.263 -0.11
H 4.562 27.577 14.347 0.197 0.444 -0.292 0.08
H 6.049 26.677 14.472 -0.207 -0.666 0.397 0.06
H 4.486 25.971 13.784 0.510 -0.331 -0.043 0.06
H 6.026 26.437 11.843 0.240 -0.243 0.462 0.09
H 6.380 28.066 12.403 0.496 -0.277 0.787 0.12
H 4.439 28.682 11.875 0.119 -0.027 0.135 0.09
C 4.892 17.867 13.522 0.241 -0.908 -0.207 -0.07
C 5.428 16.710 12.576 -1.709 1.259 -0.053 -0.26
O 4.264 16.342 11.837 0.433 -1.351 -0.061 -0.12
H 3.808 17.765 13.562 0.003 -0.444 0.204 0.06
H 4.997 18.835 13.032 0.600 0.088 0.092 0.04
H 5.256 17.873 14.549 0.312 0.175 -0.113 0.06
H 5.807 15.766 12.968 -0.084 0.367 0.794 0.10
H 6.220 17.107 11.941 0.056 0.080 -0.218 0.09
H 4.111 16.929 11.092 0.200 0.418 -0.102 0.02
C 5.297 22.784 13.392 0.253 0.745 -1.143 -0.04
C 6.494 23.354 12.588 -1.618 -0.120 0.885 -0.31
O 7.618 22.597 12.855 0.955 -0.732 0.526 -0.09
H 5.483 22.857 14.463 -0.095 -0.005 -0.079 0.05
H 5.016 21.767 13.120 0.474 -0.168 0.012 0.06
H 4.429 23.375 13.097 -0.209 0.223 0.385 0.06
H 6.699 24.371 12.924 -0.333 0.417 0.044 0.10
H 6.340 23.389 11.510 -0.443 -0.081 -0.091 0.09
H 8.249 23.025 12.271 1.080 -0.288 -0.384 0.04

***

[2]
135
Properties=species:S:1:pos:R:3:forces:R:3:lowdin_charge:R:1 method="wB97M-V/def2-TZVPD" e_above_lowest_kcal_mol=20.9 max_force_ha_per_bohr=0.06447 e_homo_ev=-8.460
C 3.097 2.799 -1.279 -0.695 -0.422 -0.637 -0.06
O 2.873 2.726 -2.706 -0.126 0.417 1.128 -0.22
C 2.866 3.965 -3.410 0.582 0.385 0.388 -0.22
C 2.961 3.577 -4.859 0.924 -0.413 0.541 -0.24
N 3.319 4.678 -5.722 -0.058 -0.414 -0.012 -0.05
C 3.278 4.211 -7.122 -0.655 1.198 0.264 -0.19
C 3.530 5.348 -8.098 -0.479 0.911 0.484 -0.19
O 2.427 6.319 -8.068 0.528 -1.295 -0.120 -0.19
C 2.734 7.373 -8.936 0.603 0.755 -0.028 -0.15
H 2.347 3.402 -0.766 0.091 0.582 -0.191 0.08
H 4.117 3.100 -1.041 -0.010 0.192 -0.076 0.09
H 2.903 1.805 -0.877 0.298 -0.234 -0.246 0.07
H 3.678 4.631 -3.115 0.845 -0.425 0.002 0.12
H 2.043 4.643 -3.187 -0.978 -0.557 0.094 0.11
H 2.060 3.009 -5.091 -0.347 0.095 -0.521 0.12
H 3.785 2.865 -4.911 0.015 -0.269 -0.026 0.13
H 2.646 5.401 -5.513 -0.123 0.436 -0.793 0.11
H 2.292 3.776 -7.287 -0.118 -0.227 -0.495 0.12
H 4.030 3.435 -7.268 0.076 0.030 0.105 0.12
H 3.746 5.020 -9.115 -0.545 -0.302 -0.219 0.12
H 4.441 5.877 -7.817 0.150 0.140 0.359 0.12
H 1.993 8.168 -9.014 -0.655 -0.565 0.325 0.09
H 2.946 7.026 -9.947 0.075 -0.113 -0.146 0.08
H 3.600 7.908 -8.546 0.506 -0.006 -0.152 0.08
C -0.449 7.037 -2.959 -0.573 0.480 0.285 -0.14
O -0.601 6.736 -1.615 1.543 -0.507 2.890 -0.22
C 0.463 7.190 -0.674 -1.710 1.712 -0.328 -0.16
C -0.071 7.040 0.773 -0.453 -0.508 -2.404 -0.22
N 0.001 5.634 1.089 0.644 0.086 0.944 -0.07
C -0.218 5.380 2.493 0.650 -2.621 0.431 -0.20
C 0.020 3.836 2.823 -1.937 2.040 0.280 -0.19
O -1.063 3.059 2.289 0.982 0.828 -0.358 -0.19
C -0.695 1.707 2.268 -0.628 -0.606 -0.317 -0.12
H 0.460 6.606 -3.376 -0.096 -0.074 -0.372 0.07
H -0.485 8.119 -3.092 0.405 0.291 -0.263 0.08
H -1.392 6.668 -3.362 0.415 -0.282 -0.703 0.09
H 0.527 8.271 -0.799 0.139 0.345 -0.432 0.10
H 1.471 6.815 -0.850 -0.245 -0.721 -0.100 0.11
H -1.127 7.293 0.671 -0.278 0.570 0.145 0.12
H 0.349 7.771 1.463 0.545 -0.536 0.102 0.12
H -0.740 5.223 0.540 0.020 -0.507 0.050 0.11
H -1.195 5.716 2.839 -0.217 -0.100 0.254 0.12
H 0.558 5.819 3.119 0.035 0.638 -0.253 0.11
H -0.019 3.749 3.909 0.034 -0.103 0.313 0.11
H 1.041 3.576 2.543 -0.155 -0.392 -0.708 0.11
H -0.601 1.355 3.296 0.757 -0.259 0.003 0.10
H 0.150 1.568 1.594 0.447 -0.184 0.536 0.07
H -1.476 1.077 1.842 -0.425 0.354 -0.048 0.07
C -3.491 -10.090 6.633 0.542 -0.023 0.038 -0.12
O -2.492 -9.096 6.672 0.579 0.299 -0.615 -0.20
C -3.008 -7.765 6.605 0.176 -0.786 -0.444 -0.23
C -1.913 -6.741 6.408 1.083 -0.657 -0.587 -0.20
N -1.189 -6.787 5.100 -1.122 -0.853 1.350 -0.06
C -0.102 -5.844 5.074 0.425 -0.475 -1.670 -0.22
C 0.669 -5.908 3.723 -0.154 0.033 1.413 -0.23
O -0.090 -5.176 2.800 -0.207 0.146 -0.593 -0.18
C 0.636 -4.759 1.676 0.788 0.045 -0.682 -0.11
H -3.947 -10.122 7.623 -0.725 -0.134 -0.177 0.09
H -3.051 -11.067 6.430 0.489 0.101 0.282 0.08
H -4.160 -9.965 5.783 -0.535 0.427 0.245 0.08
H -3.525 -7.593 7.549 -0.284 0.447 0.012 0.12
H -3.697 -7.705 5.762 -0.432 0.027 -0.040 0.12
H -1.163 -6.990 7.159 0.126 0.365 0.208 0.12
H -2.309 -5.741 6.586 -0.161 0.171 0.276 0.12
H -1.861 -6.650 4.359 0.147 0.277 -0.259 0.11
H 0.587 -6.077 5.887 -0.058 0.096 0.101 0.12
H -0.447 -4.811 5.114 0.086 0.355 0.436 0.11
H 0.878 -6.917 3.367 -0.385 -0.336 0.033 0.12
H 1.657 -5.494 3.925 0.181 0.631 -0.282 0.11
H 1.280 -5.526 1.246 0.060 -0.580 0.242 0.09
H 1.311 -3.934 1.903 -0.090 0.308 0.202 0.07
H 0.019 -4.473 0.824 -0.533 0.167 0.449 0.08
C -7.696 1.780 2.487 -0.207 -0.769 -0.014 -0.12
O -6.749 1.132 1.642 1.152 1.285 0.485 -0.20
C -5.393 1.552 1.985 0.403 -1.069 -0.605 -0.18
C -4.377 1.159 0.910 0.528 1.391 -0.857 -0.25
N -3.854 -0.153 0.962 -1.131 -2.886 0.510 -0.06
C -4.904 -1.103 0.523 0.149 -0.829 0.268 -0.16
C -4.448 -2.587 0.402 -1.121 1.364 0.775 -0.21
O -3.457 -2.579 -0.565 1.340 -0.880 -0.280 -0.22
C -2.778 -3.825 -0.655 1.427 0.149 -0.096 -0.07
H -8.660 1.767 1.980 0.056 -0.016 -0.036 0.08
H -7.462 2.808 2.766 0.324 0.137 -0.325 0.08
H -7.791 1.219 3.417 -0.076 -0.058 0.206 0.08
H -4.991 1.018 2.846 -0.548 0.089 0.667 0.13
H -5.337 2.628 2.144 -0.238 0.049 0.007 0.12
H -3.465 1.754 0.964 -0.327 0.800 0.389 0.11
H -4.800 1.383 -0.070 -0.361 0.148 -0.402 0.12
H -3.044 -0.309 0.379 -0.011 0.671 0.120 0.07
H -5.263 -0.793 -0.459 -0.167 -0.038 -0.417 0.12
H -5.765 -0.995 1.183 0.096 -0.205 0.117 0.11
H -5.234 -3.273 0.087 -0.584 0.272 -0.161 0.12
H -4.115 -3.009 1.350 0.475 0.292 0.232 0.12
H -3.239 -4.535 -1.341 -0.153 0.135 0.012 0.10
H -2.534 -4.306 0.292 -0.947 0.049 0.534 0.09
H -1.749 -3.613 -0.944 -0.105 0.135 -0.869 0.07
C 2.935 -0.485 -3.940 -0.483 -0.145 -0.440 -0.16
O 1.770 0.323 -4.037 0.116 -0.265 -0.067 -0.12
H 2.805 -1.287 -3.212 0.019 0.203 0.432 0.05
H 3.066 -1.012 -4.885 0.146 0.198 -0.223 0.08
H 3.804 0.141 -3.741 0.195 -0.195 0.120 0.08
H 1.949 1.108 -3.515 -0.075 0.336 0.176 0.03
C 1.136 -1.198 -0.098 -0.070 0.990 0.198 -0.13
O 0.652 -1.773 -1.292 0.179 -0.572 0.446 -0.13
H 0.571 -1.390 0.815 -0.123 -0.869 0.018 0.07
H 2.185 -1.454 0.049 -0.116 0.005 -0.031 0.06
H 0.998 -0.120 -0.184 0.615 0.364 -0.071 0.07
H -0.162 -1.294 -1.460 -0.609 0.187 -0.517 0.03
C 1.485 -2.221 4.258 0.650 1.126 1.232 -0.18
O 0.557 -1.500 3.505 -0.780 -0.566 -1.129 -0.12
H 2.227 -2.858 3.777 -0.458 -0.295 -0.693 0.06
H 2.082 -1.420 4.694 0.492 -0.354 0.861 0.08
H 0.953 -2.756 5.045 0.102 -0.107 -0.087 0.08
H 1.030 -0.755 3.125 -0.103 0.265 -0.119 0.01
C 0.431 -3.582 -4.170 0.867 1.039 0.869 -0.14
O 0.548 -4.058 -2.811 -0.429 -1.288 -1.549 -0.14
H -0.525 -3.195 -4.522 -0.576 -0.470 0.503 0.07
H 1.078 -2.713 -4.291 0.285 0.125 -0.016 0.05
H 0.793 -4.316 -4.891 -0.136 -0.376 0.457 0.07
H 0.382 -3.410 -2.122 0.132 0.869 -0.328 0.01
C 5.003 -1.734 -1.251 -0.883 0.739 -1.237 -0.16
O 5.433 -2.759 -0.396 0.187 -0.293 0.026 -0.11
H 4.294 -1.088 -0.733 0.338 0.135 0.218 0.07
H 5.784 -1.147 -1.735 0.498 0.150 0.613 0.08
H 4.444 -2.079 -2.120 -0.201 -0.583 0.144 0.07
H 5.614 -3.524 -0.948 0.081 -0.170 0.160 0.10
O 4.079 -1.977 1.929 -0.561 0.509 0.500 -0.04
H 4.918 -2.029 2.387 0.214 -0.024 0.084 0.05
H 4.215 -2.474 1.122 0.278 -0.306 -0.452 0.00
O -1.843 -0.520 -1.507 0.630 0.555 -0.076 -0.02
H -2.381 -1.169 -1.054 -0.517 -0.836 0.131 0.00
H -2.329 -0.320 -2.306 -0.030 0.103 -0.268 0.07
O 2.280 0.573 2.448 -0.144 0.056 0.067 -0.04
H 2.730 1.392 2.241 -0.009 0.271 0.031 0.05
H 2.902 -0.112 2.203 0.505 -0.622 -0.159 0.01

***

[3]
7
Properties=species:S:1:pos:R:3:forces:R:3:lowdin_charge:R:1 method="wB97M-V/def2-TZVPD" e_above_lowest_kcal_mol=56.5 max_force_ha_per_bohr=0.07643 e_homo_ev="-10.660 / -9.831"
C -0.225 -0.341 -0.762 -1.464 -1.749 -3.201 -0.17
C 0.558 0.240 0.326 1.430 0.516 2.550 -0.99
O -0.042 -0.542 -1.903 -0.303 0.342 1.996 0.19
F 1.113 -0.713 1.122 -0.248 0.048 -1.022 0.06
F -0.247 0.929 1.105 -0.873 0.521 0.430 0.04
Br -3.054 -1.029 0.394 0.980 0.230 -0.360 0.00
Br 1.898 1.456 -0.282 0.479 0.091 -0.394 0.88

***

[4]
8
Properties=species:S:1:pos:R:3:forces:R:3:lowdin_charge:R:1 method="wB97M-V/def2-TZVPD" e_above_lowest_kcal_mol=46.5 max_force_ha_per_bohr=0.05198 e_homo_ev="-10.524 / -11.444"
C 0.724 -1.151 0.205 1.319 -1.508 -0.598 -0.23
C -0.380 -0.308 0.177 -1.154 0.939 0.262 -0.53
N 1.556 -1.983 0.129 -1.558 1.787 0.321 0.21
N -0.282 1.175 -0.023 -1.505 0.746 0.843 -0.40
O 0.817 1.657 -0.197 -0.477 -0.569 -0.117 0.10
O -1.358 1.806 0.097 2.325 -1.209 -0.529 -0.01
Br -5.035 -0.091 -0.401 -0.038 0.023 -0.048 0.03
Br -2.119 -0.866 0.590 1.088 -0.210 -0.134 0.82

***

[5]
6
Properties=species:S:1:pos:R:3:forces:R:3:lowdin_charge:R:1 method="wB97M-V/def2-TZVPD" e_above_lowest_kcal_mol=27.2 max_force_ha_per_bohr=0.05258 e_homo_ev=-9.544
C -1.398 0.158 -0.107 -2.447 1.097 0.208 -0.43
C 1.651 0.875 0.334 1.262 0.775 -0.132 -0.37
F -1.886 -0.364 1.001 0.128 0.260 1.305 -0.03
F -1.928 -0.678 -0.979 0.058 -0.290 -1.434 -0.04
F 2.861 0.663 -0.138 -0.635 0.287 0.384 -0.10
Br 0.700 -0.654 -0.112 1.633 -2.130 -0.331 0.96